1.
A cluster of 2 separate species, C3H10N2O in total, computed with the ωB97M-V functional and the def2-TZVPD basis.

The HOMO energy (spin up / spin down) comes out at -12.88 / -12.88 eV. The calculation puts the calculated total energy at -304.68687 hartree. As for the net charge: +1. Its expectation value of S² is 0.77. The HOMO-LUMO gap (spin up / spin down) is 7.963 / 3.973 eV. The spin multiplicity is 2. The value obtained for the LUMO energy (spin up / spin down) is -4.91 / -8.90 eV.

```
16
C3H10N2O | the Open Molecules 2025 dataset | the ωB97M-V functional and the def2-TZVPD basis
C -2.416 -0.773 -1.138
O -3.083 -0.049 -0.072
C -1.253 -1.418 -0.428
H -3.062 -1.578 -1.481
H -2.093 -0.178 -1.999
H -0.763 -2.168 -1.051
H -0.487 -0.745 -0.042
H -1.658 -1.985 0.409
N 2.328 1.115 1.686
C 2.517 0.441 0.564
N 2.384 1.001 -0.627
H 2.675 0.714 2.566
H 2.306 2.150 1.618
H 2.697 -0.608 0.790
H -3.977 0.195 -0.328
H 2.999 0.401 -1.203
```

Table of natural (NBO) atomic charges, one value per atom, all in e: number 1, C, carries -0.069; number 2, O, carries -0.736; number 3, C, carries -0.618; number 4, H, carries 0.176; number 5, H, carries 0.166; number 6, H, carries 0.210; number 7, H, carries 0.169; number 8, H, carries 0.227; number 9, N, carries -0.549; number 10, C, carries 0.283; number 11, N, carries -0.248; number 12, H, carries 0.451; number 13, H, carries 0.447; number 14, H, carries 0.237; number 15, H, carries 0.478; number 16, H, carries 0.377

=====

2.
A cluster of 2 separate species, C3H10N2O2 in total, computed with the ωB97M-V functional and the def2-TZVPD basis.

The HOMO energy (spin up / spin down) comes out at 0.89 / -5.59 eV. The calculation puts the calculated total energy at -380.27555 hartree. As for the net charge: -1. Its expectation value of S² is 0.75. The HOMO-LUMO gap (spin up / spin down) is 2.923 / 9.221 eV. The spin multiplicity is 2. The value obtained for the LUMO energy (spin up / spin down) is 3.81 / 3.63 eV.

```
17
C3H10N2O2 | the Open Molecules 2025 dataset | the ωB97M-V functional and the def2-TZVPD basis
N 0.102 -0.603 -1.871
C -1.104 -0.911 -1.075
C -1.014 -0.431 0.353
N 0.235 -0.315 0.850
C 0.391 0.119 2.219
O -2.019 -0.243 1.043
H 0.588 -1.470 -2.085
H -0.119 -0.138 -2.740
H -2.000 -0.534 -1.532
H -1.203 -1.991 -1.017
H 0.941 -0.358 0.132
H 1.460 0.167 2.457
H -0.096 1.083 2.362
H -0.098 -0.603 2.883
H 1.921 1.256 -1.566
H 1.755 2.558 -0.746
O 2.408 1.903 -1.035
```

Table of natural (NBO) atomic charges, one value per atom, all in e: number 1, N, carries -1.219; number 2, C, carries -0.575; number 3, C, carries 0.629; number 4, N, carries -0.640; number 5, C, carries -0.423; number 6, O, carries -0.693; number 7, H, carries 0.299; number 8, H, carries 0.310; number 9, H, carries 0.209; number 10, H, carries 0.191; number 11, H, carries 0.423; number 12, H, carries 0.195; number 13, H, carries 0.194; number 14, H, carries 0.196; number 15, H, carries 0.479; number 16, H, carries 0.449; number 17, O, carries -1.023

=====

3.
A cluster of 2 separate species, C3H10N2O2 in total, computed with the ωB97M-V functional and the def2-TZVPD basis.

The HOMO energy comes out at -8.96 eV. The calculation puts the calculated total energy at -380.25443 hartree. As for the net charge: 0. The HOMO-LUMO gap is 9.637 eV. The value obtained for the LUMO energy is 0.68 eV.

```
17
C3H10N2O2 | the Open Molecules 2025 dataset | the ωB97M-V functional and the def2-TZVPD basis
O -2.189 -1.279 1.186
C -1.297 -1.949 0.748
C -0.265 -1.420 -0.223
N 0.045 -0.032 -0.028
C 1.428 0.338 -0.271
N 1.742 1.725 -0.109
H -1.173 -3.007 1.036
H 0.660 -2.011 -0.112
H -0.565 -1.562 -1.271
H -0.319 0.498 0.747
H 1.715 0.018 -1.283
H 2.082 -0.336 0.318
H 2.392 1.981 0.603
H 1.835 2.163 -1.007
H -2.237 1.547 0.643
H -1.546 1.479 -0.714
O -2.308 1.846 -0.264
```

Table of natural (NBO) atomic charges, one value per atom, all in e: number 1, O, carries -0.506; number 2, C, carries 0.443; number 3, C, carries -0.327; number 4, N, carries -0.668; number 5, C, carries -0.037; number 6, N, carries -0.857; number 7, H, carries 0.111; number 8, H, carries 0.183; number 9, H, carries 0.220; number 10, H, carries 0.385; number 11, H, carries 0.160; number 12, H, carries 0.139; number 13, H, carries 0.382; number 14, H, carries 0.378; number 15, H, carries 0.464; number 16, H, carries 0.479; number 17, O, carries -0.948

=====

4.
A cluster of 2 separate species, C3H10N2O2 in total, computed with the ωB97M-V functional and the def2-TZVPD basis.

The HOMO energy comes out at -8.99 eV. The calculation puts the calculated total energy at -380.30781 hartree. As for the net charge: 0. The HOMO-LUMO gap is 9.781 eV. The value obtained for the LUMO energy is 0.79 eV.

```
17
C3H10N2O2 | the Open Molecules 2025 dataset | the ωB97M-V functional and the def2-TZVPD basis
C 0.138 0.254 2.055
C -0.143 -0.230 0.628
C 0.977 -1.064 0.056
N 0.653 -1.756 -1.074
O 2.091 -1.061 0.526
N -0.958 1.038 2.534
H 1.047 0.842 1.956
H 0.397 -0.590 2.704
H -0.312 0.656 0.029
H -1.096 -0.771 0.674
H 1.402 -2.158 -1.610
H -0.292 -2.041 -1.250
H -1.813 0.512 2.649
H -0.827 1.626 3.338
H -1.496 1.642 -4.547
H -2.122 3.006 -4.309
O -1.940 2.166 -3.873
```

Table of natural (NBO) atomic charges, one value per atom, all in e: number 1, C, carries -0.205; number 2, C, carries -0.509; number 3, C, carries 0.677; number 4, N, carries -0.833; number 5, O, carries -0.606; number 6, N, carries -0.854; number 7, H, carries 0.205; number 8, H, carries 0.166; number 9, H, carries 0.243; number 10, H, carries 0.200; number 11, H, carries 0.400; number 12, H, carries 0.394; number 13, H, carries 0.353; number 14, H, carries 0.370; number 15, H, carries 0.467; number 16, H, carries 0.468; number 17, O, carries -0.935

=====

F_max, record by record: 2.6, 1.0, 1.8, 1.4 eV/A
ΔE to the lowest compared entry with this formula, charge and spin, record by record: 61.7, 4.7, 51.6, 18.1 kcal per mole